Here is a structure of composition C33H85BeN6O10 from the Open Molecules 2025 dataset. Energies are from the ωB97M-V functional and the def2-TZVPD basis.

The LUMO energy is -5.59 eV. The gap between HOMO and LUMO comes out at 4.74 eV. Its total energy is -65401.161 eV. Its net charge is +1. The calculation puts the HOMO energy at -10.333 eV.

```
135
Properties=species:S:1:pos:R:3:forces:R:3:lowdin_charge:R:1
C 0.430770 -0.600603 0.288865 0.027 -0.831 0.722 -0.564
H 3.412925 -1.038779 -0.446355 -0.328 -0.192 -0.197 0.020
H 2.025636 -3.892133 -3.104664 0.068 -0.451 -0.073 0.127
H -3.957894 -1.182714 0.886490 -0.003 0.284 0.182 0.077
H 1.899670 -0.902319 -2.540474 0.621 0.368 -0.007 0.093
C -0.943709 5.432925 1.613723 -0.490 0.174 0.545 -0.208
C 2.895474 -3.375207 -2.682710 -0.365 0.376 -0.310 -0.230
C -3.281048 2.117977 0.969254 1.207 -0.722 -1.120 -0.053
C 5.062399 0.093122 -0.782310 1.103 0.290 0.119 -0.429
H -0.825123 -2.372948 2.920717 -0.074 -0.188 -0.472 0.101
C -3.199346 -1.743567 1.433749 -0.131 -0.265 0.411 -0.113
O 0.048806 5.212505 -2.664132 0.070 0.790 0.850 -0.182
H -1.259433 -4.547021 1.505932 -0.235 0.337 0.190 0.133
O 0.682262 -3.929389 1.287680 0.662 0.470 1.923 -0.265
H 3.667195 1.652162 -1.251298 -0.185 0.029 -0.154 0.124
N 4.250223 -1.074427 -1.019516 -0.296 -0.037 0.434 0.063
H 2.952940 0.248145 -4.702019 0.270 -0.037 0.438 0.120
H -3.307148 1.038737 0.801215 -0.729 -0.082 0.173 0.045
H -0.441551 1.349570 -0.004683 -0.058 -0.048 -0.010 0.064
C 4.080771 -4.283793 -2.528074 -0.548 0.213 0.021 -0.223
H 6.588045 -0.636996 -2.105607 0.163 0.068 0.231 0.078
H -0.134561 -5.376193 2.526416 0.085 0.020 0.291 0.134
H -1.811982 4.766451 1.634097 0.077 -0.310 0.339 0.086
C 1.676205 -0.437613 -7.089023 0.954 -0.328 0.421 -0.092
H 0.802895 -4.189683 4.471774 0.371 -0.078 -0.017 0.131
H 5.451590 0.325239 -2.952965 -0.489 0.057 0.156 0.070
H -1.587379 3.288012 3.652609 -0.054 0.211 -0.295 0.089
C 0.136359 4.965363 2.588827 0.307 0.015 -0.587 -0.182
H 1.537340 6.384395 -3.533467 -0.113 0.182 -0.028 0.090
H -4.777570 -3.757047 3.506880 -0.461 0.404 0.114 0.133
H -2.191620 2.213047 1.038058 0.064 0.745 -0.115 0.041
C 0.843156 -4.730825 0.127924 0.289 -0.671 -0.803 -0.066
Be 2.268803 -2.783859 2.329852 -4.147 1.937 -1.008 1.016
H 1.192360 1.383371 0.645065 -0.166 -0.005 0.215 0.051
H 4.847579 4.383984 0.776061 0.169 -0.213 0.083 0.090
H -6.827896 -1.846897 3.316412 0.387 -0.007 0.114 0.087
H 2.540125 -3.054628 -1.700025 0.337 0.444 0.028 0.094
N -6.798953 -4.174469 1.814887 0.691 -0.825 0.399 0.030
H -6.087285 2.831440 0.095791 0.324 0.639 0.130 0.126
O -3.686332 -2.263152 2.671676 -0.212 -0.262 -0.598 -0.190
N 0.705581 -3.309492 3.979596 0.245 1.003 -1.046 -0.045
O 4.970721 2.427200 0.132467 0.384 -0.172 0.404 -0.185
C -0.398079 -4.381694 2.156392 -0.042 -0.357 -1.171 -0.151
H -1.373722 -3.605671 4.004709 -0.206 -0.477 -0.347 0.143
C -0.460243 -1.342910 -0.706357 -0.263 0.450 0.518 -0.030
C 0.900543 -0.838529 4.437696 -0.626 -1.130 -0.729 -0.198
C 5.972952 0.256524 -1.993427 0.086 0.440 -0.554 -0.058
H 6.604465 1.144772 -1.962243 0.105 -0.089 0.325 0.079
H -0.191737 -2.245514 5.639571 -0.521 -0.006 -0.573 0.140
O 0.245595 3.545737 2.690100 0.765 -0.054 -0.630 -0.214
H 0.122972 -4.426155 -0.632717 0.069 0.027 0.012 0.099
H 1.859117 -4.659993 -0.260776 -0.083 0.436 0.039 0.073
H 1.083689 -1.895509 -3.622009 0.025 -0.463 -0.313 0.115
C 0.828901 4.669984 -1.603830 -1.132 -1.650 -0.052 -0.218
N -3.879231 4.292367 0.205228 0.165 0.955 -0.868 0.043
H -5.382200 1.340384 -0.368986 0.347 -0.156 0.370 0.116
H 3.448493 3.379181 1.226707 -0.157 -0.055 -0.009 0.078
H 5.759724 -0.159629 0.024064 -0.120 0.326 0.379 0.129
C -5.290885 2.422547 -0.532109 -0.221 -1.370 -0.490 -0.218
H 1.446618 -2.535564 5.710037 0.437 0.464 -0.144 0.133
H 0.106029 5.416998 3.582293 -0.486 -0.033 0.066 0.124
H 2.709236 1.195046 3.981573 -0.497 -0.433 0.726 0.107
C 2.035340 -0.348234 -4.650316 0.922 0.534 -0.996 -0.206
C 2.435350 0.477591 3.202081 0.074 1.426 -0.130 -0.061
C -0.070863 4.393391 -0.397931 -0.343 0.724 -0.982 -0.205
H -1.328125 6.375178 2.009700 0.066 0.192 -0.257 0.124
C -3.872985 2.896413 -0.239821 -0.541 0.040 1.567 -0.392
H 1.602782 0.921286 2.655364 0.018 -0.179 -0.134 0.071
H 1.326178 4.747797 -4.173843 0.253 0.025 -0.115 0.082
H -7.559793 -1.678712 1.784503 0.057 -0.107 -0.258 0.077
H 3.480078 1.008906 0.369828 -0.046 -0.118 0.149 0.084
H -5.707927 -2.912121 0.670920 0.813 0.488 0.064 0.131
H -0.956995 3.808241 -0.672844 0.050 -0.245 -0.396 0.107
H 3.342747 0.550942 2.603138 -0.221 -1.120 -0.376 0.095
H 1.760691 -1.195870 -7.866438 -0.003 -0.016 0.032 0.087
H -4.091168 -4.173377 1.999180 0.187 -0.035 -0.296 0.112
C -6.997724 2.638971 -2.145507 0.584 -1.380 -0.450 -0.100
C 4.188382 3.582647 0.448736 0.360 -0.739 -0.779 -0.083
C 4.650266 -6.346284 -1.533754 -0.342 0.417 0.384 -0.091
O 3.691638 -5.293538 -1.612972 0.231 -0.370 0.329 -0.221
C 2.031840 -1.349960 -3.527629 -0.274 -0.110 -0.487 -0.224
C 0.794965 5.624026 -3.784061 0.485 -0.852 -0.100 -0.111
C -5.877416 -3.036586 1.746184 -1.081 1.013 -0.359 -0.453
H 1.052698 5.348564 2.133761 0.300 -0.369 0.149 0.123
H 0.495312 3.745334 0.271448 0.036 0.370 0.335 0.097
H 0.134424 5.944589 -4.587169 -0.175 0.250 0.311 0.088
H 0.075124 -0.730549 3.727932 -0.204 0.936 0.148 0.113
H -2.930646 4.639077 0.091660 0.207 -0.133 0.413 0.029
H -4.318905 4.873273 -0.506627 -0.574 -0.172 0.019 0.085
H 2.464335 0.298059 -7.264689 -0.360 0.441 -0.303 0.088
H 1.152404 3.674579 -1.933023 0.391 -0.081 -0.158 0.108
H 4.298800 -4.682987 -3.523961 0.372 -0.325 0.097 0.130
H 0.715720 -5.798707 0.323885 -0.246 0.046 0.357 0.106
H 4.917708 -3.695365 -2.145126 0.180 -0.134 -0.040 0.123
H -1.459743 -0.914580 -0.603434 -0.140 -0.039 -0.339 0.070
H 0.916321 -0.084391 5.222232 -0.157 0.007 0.004 0.148
H -2.861956 -2.513573 0.733656 0.091 -0.361 0.193 0.085
H 5.613987 -5.954569 -1.199132 0.278 0.067 -0.656 0.090
H 3.401833 -2.588085 -4.473638 -0.226 0.308 -0.225 0.117
H 1.256092 0.412461 -4.550622 -0.539 -0.385 -0.138 0.123
H -7.434483 1.640959 -2.022348 -0.014 -0.143 0.449 0.082
H 3.715616 3.910256 -0.479720 -0.404 0.169 0.092 0.074
C 0.539450 0.876806 -0.068888 0.495 0.662 0.415 -0.045
H -6.058405 -0.843131 2.041332 0.265 -0.125 0.161 0.067
H 4.023653 -1.175335 -2.004655 -0.074 -0.040 0.129 0.027
N 3.214097 -2.225609 -3.547103 -0.853 -0.076 1.017 -0.048
H 4.640114 -6.856119 -2.497030 0.588 -0.193 0.084 0.093
H 4.395753 -7.036296 -0.728624 -0.562 -0.040 -0.193 0.082
H -0.023879 -0.629327 1.290777 -0.803 0.247 0.041 0.100
H 0.976642 1.176247 -1.023636 -0.088 -0.698 -0.344 0.079
H 1.716525 5.191589 -1.242400 -0.117 0.737 -0.477 0.119
C 4.226125 1.324104 -0.365770 -0.091 0.276 -0.539 -0.194
O 1.648087 -1.245668 0.483552 2.059 -1.134 0.706 -0.255
H -3.647119 2.408672 1.951547 -0.537 -0.003 -0.244 0.086
H -0.217811 2.998049 4.656116 0.421 0.082 -0.007 0.088
N -0.470922 5.631932 0.241262 0.523 0.200 1.888 -0.050
H -7.531779 3.311382 -1.475189 0.135 0.386 -0.246 0.087
O 2.085498 -0.821722 3.685710 1.550 -0.785 -0.595 -0.225
H -0.103937 -1.180366 -1.721646 -0.046 -0.173 -0.021 0.066
H -6.230038 -4.954992 1.494797 -0.247 -0.420 0.250 0.068
H -2.343226 -1.127955 1.704487 -0.109 0.269 -0.231 0.070
H -7.508535 -4.121579 1.093760 -0.140 0.420 0.083 0.078
H -7.138469 2.790913 -3.214129 0.002 0.764 0.131 0.088
H -0.529514 -2.404706 -0.471183 0.132 0.045 -0.084 0.052
C -0.558757 2.911009 3.617710 -1.192 -0.004 0.878 -0.144
C -6.579286 -1.775723 2.256582 -0.578 -0.104 -0.020 -0.050
H -0.669333 1.848380 3.391698 0.337 -0.007 -0.260 0.070
C -0.607284 -3.384100 3.261217 1.076 0.382 0.200 -0.142
H -3.317265 2.804594 -1.176039 0.228 -0.540 0.124 0.138
O 2.009598 -1.096227 -5.872452 -1.012 -0.432 0.371 -0.211
C 0.685061 -2.233170 4.985729 1.119 -0.455 1.716 -0.176
H 0.664121 -0.034164 -7.139534 0.033 0.241 0.345 0.086
H -1.146342 6.241802 -0.194572 0.189 -0.425 -0.867 0.113
O -5.586956 2.580175 -1.909668 -0.744 1.182 0.021 -0.190
C -4.601011 -3.346781 2.512026 0.541 -0.436 -0.198 -0.203
```
Forces are in eV/Å.